This record from OMol25 describes an isolated ion of composition C7H12N and charge +1 in a non-equilibrium geometry. The level of theory is the ωB97M-V functional and the def2-TZVPD basis.

Structure (ORCA input):
```
! wB97M-V def2-TZVPD RIJCOSX def2/J DEFGRID3
* xyz 1 1
N -0.689 -0.374 -0.086
C -0.123 1.668 0.673
C 1.125 0.911 0.185
C -1.031 -2.963 0.573
C 0.581 -0.363 -0.205
C -0.467 -1.768 -0.260
C 1.535 1.507 -1.168
C -1.334 0.790 0.476
H -2.109 1.145 -0.157
H -0.412 -2.020 -1.339
H -2.107 -2.815 0.350
H -0.106 2.601 0.171
H -0.088 1.743 1.870
H 2.477 2.138 -1.038
H 2.074 0.704 -1.725
H -0.822 -2.642 1.654
H -0.694 -3.919 0.281
H 1.954 0.869 0.862
H 0.554 1.860 -1.621
H -1.734 0.544 1.382
*
```

Properties
Electronic energy, eV: -8932.373
Energy relative to the best compared isomer or geometry (same formula, charge and spin), kcal/mol: 106.75
Structure (SMILES): C[C@@H]1C2=[N+]1CC[C@@H]2C
LUMO level, eV: -4.07
Maximum force, eV/Å: 5.0